The following is a DFT calculation (ωB97M-V/def2-TZVPD) of 9 unconnected molecules or ions with the total composition C33H48O27 in a non-equilibrium geometry.

Last column: Mulliken charge in e.
Geometry (Å):
C1 -4.89956 2.81643 -2.15635  -1.505
C2 -5.09411 3.65535 -3.40918  0.605
C3 -6.50308 3.57613 -3.98631  -0.403
O1 -6.89061 4.93663 -4.10819  -0.344
C4 -6.09746 5.71702 -3.38706  0.639
O2 -6.28026 6.87709 -3.20068  -0.546
O3 -5.02387 5.01133 -2.92968  -0.332
H1 -4.01680 3.15804 -1.61319  0.233
H2 -4.81388 1.74116 -2.31442  0.389
H3 -5.70545 3.01003 -1.44269  0.477
H4 -4.29343 3.44115 -4.12024  0.184
H5 -7.12766 3.03016 -3.27601  0.264
H6 -6.54511 3.04875 -4.93611  0.344
C5 3.49105 -3.07366 2.38735  -1.274
C6 3.82217 -4.34085 1.60879  0.403
C7 3.13898 -5.60843 2.09294  -0.434
O4 2.54267 -6.17463 0.94696  -0.381
C8 2.49523 -5.23524 -0.03788  0.595
O5 1.89045 -5.33474 -1.04087  -0.494
O6 3.29038 -4.18669 0.29691  -0.213
H7 2.50328 -2.70401 2.09761  0.198
H8 4.20666 -2.26763 2.24656  0.457
H9 3.34803 -3.30055 3.44901  0.395
H10 4.91043 -4.43462 1.59913  0.214
H11 2.39987 -5.39006 2.86979  0.231
H12 3.85578 -6.27561 2.57211  0.328
C9 -1.22757 -3.90622 0.06985  -0.842
C10 -2.71371 -4.17428 0.01000  0.606
C11 -3.34339 -4.55721 1.36375  -0.469
O7 -4.28352 -3.46139 1.59424  -0.359
C12 -4.30346 -2.63354 0.53754  0.692
O8 -5.06385 -1.71623 0.42668  -0.597
O9 -3.33032 -2.93444 -0.32528  -0.265
H13 -1.10898 -3.06957 0.76748  -0.211
H14 -0.72653 -3.64623 -0.85652  0.420
H15 -0.68086 -4.67931 0.61781  0.299
H16 -2.94921 -4.96070 -0.71201  0.274
H17 -2.70481 -4.55834 2.24732  0.152
H18 -4.00759 -5.42165 1.38713  0.281
C13 0.82577 0.43785 -6.46807  -1.687
C14 0.62558 1.12289 -5.10211  1.217
C15 0.02494 2.54868 -5.29346  -0.455
O10 -1.29032 2.36183 -4.81986  -0.309
C16 -1.41085 1.23845 -4.09891  0.610
O11 -2.36589 0.95628 -3.45093  -0.477
O12 -0.32211 0.45041 -4.30435  -0.338
H19 0.89535 -0.62799 -6.23998  0.360
H20 1.74063 0.86679 -6.87523  0.443
H21 0.02527 0.53633 -7.20120  0.404
H22 1.58660 1.15899 -4.58987  -0.320
H23 0.05695 2.77514 -6.35695  0.354
H24 0.58579 3.32276 -4.76842  0.223
C17 2.82875 -1.72022 -1.89862  -1.793
C18 3.23229 -0.48973 -2.67883  1.397
C19 4.53029 0.16821 -2.25204  -0.032
O13 5.27256 0.40384 -3.44029  -0.382
C20 4.66419 -0.23813 -4.46289  0.636
O14 5.05046 -0.21067 -5.58983  -0.566
O15 3.56799 -0.86919 -4.04205  -0.463
H25 2.56825 -1.41264 -0.88484  0.253
H26 3.62926 -2.46056 -1.89065  0.422
H27 1.97601 -2.22549 -2.35063  0.518
H28 2.38168 0.17474 -2.86209  -0.263
H29 5.12245 -0.49009 -1.61011  0.221
H30 4.30251 1.09480 -1.72141  0.122
C21 3.54671 0.32978 4.23608  -1.716
C22 2.08723 0.45948 4.60949  1.149
C23 1.78982 0.76727 6.06687  -0.528
O16 0.69435 1.69113 6.01511  -0.373
C24 0.61089 2.15392 4.74421  0.445
O17 -0.06653 3.10297 4.46632  -0.603
O18 1.48914 1.58357 3.93212  0.090
H31 3.98495 -0.60551 4.58317  0.401
H32 4.17045 1.15408 4.59743  0.465
H33 3.74764 0.37720 3.16321  0.257
H34 1.61423 -0.46470 4.26793  -0.087
H35 2.67870 1.18662 6.54005  0.329
H36 1.47246 -0.13260 6.58956  0.319
O19 -0.96531 -3.19502 3.62230  -0.529
C25 -1.58962 -2.22538 3.89245  0.615
O20 -1.04737 -1.09701 4.42968  -0.249
C26 -2.07838 -0.09627 4.59403  0.551
C27 -3.28273 -0.71717 3.88464  -0.346
O21 -2.92018 -2.07405 3.73764  -0.306
H37 -2.22403 0.24686 5.61700  0.395
H38 -1.59378 0.71767 4.04487  -0.652
H39 -3.53876 -0.11203 3.01181  0.141
H40 -4.18269 -0.63677 4.49473  0.377
O22 1.85381 3.07319 -2.02979  -0.486
C28 2.11353 3.41077 -0.91382  0.567
O23 1.43689 4.34206 -0.19590  -0.379
C29 2.11670 4.59885 1.05628  -0.440
C30 2.81792 3.24567 1.21594  0.436
O24 3.06563 2.85205 -0.15858  -0.331
H41 2.90173 5.33632 0.90531  0.310
H42 1.40034 4.75007 1.85370  0.385
H43 2.19299 2.43261 1.58917  -0.344
H44 3.79657 3.19671 1.68823  0.334
O25 0.71513 -1.04896 0.91802  -0.465
C31 -0.13037 -0.22223 0.93956  0.086
O26 -1.29078 -0.25751 0.25440  -0.208
C32 -1.72086 1.10540 0.11243  -0.209
C33 -1.15186 1.75714 1.35182  -0.185
O27 0.02957 0.98832 1.54641  -0.071
H45 -1.34485 1.47527 -0.84191  0.139
H46 -2.80339 1.21710 0.07069  0.173
H47 -1.78106 1.68972 2.24196  0.104
H48 -0.87916 2.79661 1.17274  0.339

* calculated total energy: -3317.85694 hartree
* HOMO level: -10.675 eV
* LUMO level: 0.05 eV
* HOMO-LUMO gap: 10.72 eV